(1)
{
  "formula": "C14H21N3O5",
  "method": "ωB97M-V with the def2-TZVPD basis set",
  "energy_ha": -1086.5162,
  "max_force_ev_per_a": 0.91,
  "smiles": "CCOC(=O)N1CCN(c2c(NCCOC)c(=O)c2=O)CC1",
  "lumo_ev": 0.6449,
  "homo_energy_ev": -7.9585,
  "symbols": ["C", "C", "H", "H", "O", "C", "O", "N", "C", "H", "H", "C", "N", "C", "C", "N", "H", "C", "H", "C", "O", "C", "H", "H", "H", "H", "H", "H", "C", "O", "C", "O", "C", "H", "H", "C", "H", "H", "H", "H", "H", "H", "H"],
  "positions_angstrom": [[2.812, -1.952, -0.285], [2.136, -2.806, 0.777], [2.402, -2.461, 1.781], [2.405, -3.858, 0.661], [0.716, -2.773, 0.637], [0.059, -1.820, 1.318], [0.568, -1.071, 2.122], [-1.271, -1.832, 1.044], [-2.133, -0.831, 1.626], [-3.060, -1.320, 1.940], [-1.629, -0.417, 2.500], [-2.424, 0.284, 0.589], [-2.199, -0.234, -0.751], [-1.051, 0.097, -1.391], [-0.313, 1.279, -1.490], [-0.544, 2.573, -1.226], [-1.407, 2.811, -0.755], [0.546, 3.502, -1.026], [0.340, 4.437, -1.555], [0.698, 3.788, 0.484], [0.576, 2.619, 1.254], [1.741, 1.819, 1.299], [2.085, 1.544, 0.298], [2.550, 2.344, 1.819], [1.469, 0.921, 1.850], [1.651, 4.298, 0.674], [-0.121, 4.436, 0.814], [1.450, 3.053, -1.439], [0.800, 0.582, -2.159], [1.957, 0.858, -2.384], [-0.081, -0.652, -2.204], [-0.056, -1.745, -2.721], [-2.680, -1.590, -0.921], [-2.603, -1.864, -1.973], [-3.733, -1.600, -0.626], [-1.851, -2.566, -0.059], [-2.485, -3.375, 0.323], [-1.044, -2.999, -0.650], [-1.753, 1.125, 0.762], [-3.461, 0.622, 0.678], [3.888, -2.090, -0.236], [2.587, -0.900, -0.125], [2.461, -2.235, -1.274]],
  "atomic_forces_ev_per_a": [[-0.361, -0.194, 0.217], [0.574, 0.130, 0.091], [-0.040, -0.158, -0.154], [-0.050, 0.117, 0.057], [-0.289, 0.044, -0.061], [-0.079, -0.227, 0.053], [0.293, 0.198, 0.193], [-0.079, -0.034, -0.085], [0.122, 0.111, 0.160], [0.037, 0.051, 0.012], [-0.167, -0.041, -0.049], [-0.096, 0.072, 0.190], [0.041, 0.210, -0.407], [0.132, 0.425, 0.268], [-0.543, -0.106, -0.103], [-0.291, -0.174, -0.002], [0.089, -0.153, -0.084], [0.259, 0.192, 0.425], [0.114, -0.050, 0.020], [-0.079, -0.045, -0.196], [-0.166, 0.160, 0.086], [0.070, -0.117, 0.096], [0.029, -0.034, -0.059], [0.015, 0.024, -0.028], [0.143, 0.047, -0.080], [-0.064, 0.030, 0.003], [0.104, 0.038, -0.058], [-0.059, 0.045, -0.029], [0.853, 0.246, 0.200], [-0.367, -0.060, -0.162], [-0.215, -0.555, -0.312], [0.086, 0.144, 0.146], [-0.021, -0.268, -0.062], [-0.087, -0.039, 0.076], [0.030, -0.013, -0.068], [-0.003, -0.241, -0.175], [0.006, 0.007, -0.085], [-0.190, 0.044, 0.027], [-0.006, 0.007, 0.004], [0.083, 0.033, 0.062], [0.146, 0.014, -0.004], [0.011, 0.124, -0.010], [0.014, -0.004, -0.115]]
}

(2)
{
  "formula": "C14H21N5O3S",
  "method": "ωB97M-V with the def2-TZVPD basis set",
  "energy_ha": -1443.7309,
  "max_force_ev_per_a": 1.25,
  "smiles": "COCCn1c(SCC(=O)Nc2cc(C)on2)nnc1C(C)C",
  "lumo_ev": 0.5822,
  "homo_energy_ev": -8.5273,
  "symbols": ["C", "H", "O", "C", "C", "N", "C", "N", "N", "C", "C", "C", "H", "H", "H", "C", "H", "H", "H", "H", "S", "C", "C", "O", "N", "C", "N", "O", "C", "C", "H", "C", "H", "H", "H", "H", "H", "H", "H", "H", "H", "H", "H", "H"],
  "positions_angstrom": [[0.220, 2.316, 0.812], [0.714, 1.767, 1.610], [-0.411, 1.357, -0.007], [-1.213, 1.934, -1.013], [-1.982, 0.807, -1.719], [-2.504, -0.102, -0.737], [-1.868, -1.231, -0.294], [-2.453, -1.707, 0.767], [-3.480, -0.894, 1.054], [-3.517, 0.065, 0.171], [-4.531, 1.156, 0.146], [-5.926, 0.546, -0.009], [-6.681, 1.329, 0.000], [-6.004, -0.002, -0.945], [-6.115, -0.141, 0.811], [-4.438, 1.964, 1.442], [-4.618, 1.309, 2.290], [-5.178, 2.761, 1.444], [-3.450, 2.405, 1.555], [-4.330, 1.813, -0.707], [-0.496, -1.922, -1.118], [0.426, -2.562, 0.317], [1.814, -1.951, 0.431], [2.765, -2.613, 0.776], [1.870, -0.626, 0.126], [3.024, 0.122, 0.065], [2.977, 1.378, -0.321], [4.252, 1.846, -0.290], [5.080, 0.866, 0.114], [4.359, -0.265, 0.359], [4.691, -1.224, 0.690], [6.529, 1.163, 0.215], [6.920, 1.454, -0.759], [7.059, 0.284, 0.568], [6.696, 1.990, 0.903], [1.021, -0.122, -0.124], [-0.179, -2.341, 1.197], [0.528, -3.642, 0.216], [-2.791, 1.224, -2.323], [-1.306, 0.242, -2.364], [-0.594, 2.480, -1.739], [-1.919, 2.643, -0.555], [0.966, 2.880, 0.245], [-0.515, 3.004, 1.244]],
  "atomic_forces_ev_per_a": [[0.077, 0.321, 0.098], [0.056, 0.073, 0.024], [-0.152, -0.204, -0.281], [-0.056, -0.044, -0.121], [0.357, 0.524, 0.054], [-0.221, -0.737, 0.402], [-0.016, 0.018, -0.061], [0.795, -0.644, -0.364], [-0.927, 0.738, 0.396], [0.172, 0.044, -0.222], [-0.168, 0.033, 0.151], [0.123, 0.137, -0.112], [-0.110, 0.060, -0.002], [-0.064, -0.076, -0.063], [-0.039, -0.070, 0.069], [0.012, 0.033, -0.217], [-0.008, -0.044, 0.097], [-0.069, 0.091, 0.035], [0.096, 0.061, 0.069], [0.008, -0.046, 0.052], [0.030, -0.322, -0.030], [-0.099, -0.007, -0.274], [-0.323, -0.083, -0.021], [0.212, -0.153, 0.068], [-0.204, 0.504, -0.017], [0.880, 0.523, -0.021], [-1.159, -0.458, -0.074], [0.877, 0.007, 0.117], [-0.437, -0.634, 0.135], [0.248, 0.462, -0.106], [0.135, -0.151, 0.070], [-0.184, 0.193, -0.089], [0.078, -0.007, -0.033], [0.036, -0.023, 0.014], [0.067, 0.017, 0.051], [-0.013, -0.165, -0.046], [0.058, -0.051, 0.033], [0.059, 0.153, 0.088], [0.114, -0.061, 0.005], [-0.142, 0.138, 0.009], [-0.085, -0.011, 0.047], [0.053, -0.057, -0.040], [-0.035, -0.028, 0.093], [-0.028, -0.055, 0.016]]
}

(3)
{
  "formula": "C14H21NO2S",
  "method": "ωB97M-V with the def2-TZVPD basis set",
  "energy_ha": -1149.0257,
  "max_force_ev_per_a": 16.79,
  "lumo_ev": 0.5691,
  "homo_energy_ev": -9.0847,
  "symbols": ["O", "S", "O", "N", "H", "C", "C", "H", "C", "H", "C", "H", "H", "C", "H", "C", "C", "H", "H", "C", "H", "H", "H", "H", "H", "H", "H", "H", "C", "C", "C", "C", "C", "C", "H", "H", "H", "H", "H"],
  "positions_angstrom": [[-1.560, -2.249, -1.335], [-1.782, -1.907, -0.067], [-2.268, -2.830, 0.785], [-0.588, -1.225, 0.693], [-0.162, -2.021, 1.188], [0.220, -0.498, -0.047], [1.254, -1.439, -0.566], [1.716, -0.814, -1.750], [2.447, -1.683, 0.098], [2.238, -1.666, 1.229], [3.737, -0.726, -0.019], [4.477, -1.312, 0.449], [4.100, -1.205, -1.202], [3.813, 0.649, 0.367], [4.814, 0.890, 0.115], [2.838, 1.408, -0.439], [1.596, 1.676, 0.100], [0.895, 2.204, -0.660], [1.845, 2.740, 0.713], [0.756, 0.788, 0.890], [1.342, 0.330, 1.492], [-0.213, 1.293, 1.387], [3.435, 2.483, -0.729], [2.690, 0.992, -1.346], [3.505, 0.856, 1.133], [2.818, -2.739, 0.012], [0.824, -2.391, -1.070], [-0.311, 0.162, -0.933], [-3.144, -0.550, 0.033], [-3.576, -0.143, 1.193], [-4.450, 1.100, 1.088], [-4.780, 1.631, -0.170], [-4.165, 1.274, -1.221], [-3.368, 0.012, -1.283], [-2.937, -0.292, -2.171], [-4.385, 1.958, -2.121], [-5.385, 2.515, -0.201], [-4.900, 1.340, 2.333], [-3.385, -0.609, 2.033]],
  "atomic_forces_ev_per_a": [[2.066, -1.744, -9.165], [-5.157, 6.934, 4.071], [-2.350, -6.255, 5.399], [-2.771, -2.693, 3.989], [0.120, 0.681, 0.289], [3.151, 7.014, -3.068], [-0.518, 1.808, -9.109], [-1.398, -1.888, 2.979], [4.386, -0.597, 5.614], [0.069, -0.094, -0.876], [-0.631, -6.876, -3.886], [0.967, -0.637, 1.304], [-0.928, 2.757, 2.629], [4.295, -2.819, -14.883], [0.889, 0.979, 0.433], [5.601, 3.905, -2.789], [-4.833, 8.360, 1.854], [1.159, -1.012, 0.590], [-1.146, -2.685, -0.493], [-5.422, 0.144, -3.974], [3.374, -2.906, 5.204], [2.426, -1.239, -1.164], [-1.909, -2.577, 0.627], [0.108, -1.631, -3.220], [-4.351, 3.087, 15.923], [-0.203, 1.021, -0.447], [0.236, 1.728, 1.190], [0.799, -2.280, 2.024], [4.134, -2.332, -7.159], [-4.666, 7.069, -2.277], [0.198, -3.600, 4.842], [-2.061, 2.409, 7.604], [3.641, -3.955, -7.950], [-2.564, 4.168, 4.455], [0.931, -0.848, -1.375], [0.708, -1.662, 0.941], [-0.403, 0.300, 0.161], [1.063, -0.074, -4.554], [0.991, -1.959, 4.266]]
}